Record 1
DFT (ωB97M-V with the def2-TZVPD basis set) results for an isolated molecule of C5H11NO.

Last column: natural (NBO) charge in e.
Atoms and positions in Å:
C: 1.3282 -0.2840 -1.6732  -0.61
C: 1.3922 -0.7537 -0.2263  -0.21
N: 0.4707 0.0518 0.5554  -0.44
C: -0.2403 -0.5201 1.6833  -0.25
C: -0.9432 -0.2255 0.4097  -0.11
C: -1.7823 1.0177 0.1568  -0.06
O: -1.1438 2.1682 0.6425  -0.72
H: 2.0915 -0.7642 -2.2914  0.22
H: 1.4710 0.8009 -1.7174  0.21
H: 0.3458 -0.5072 -2.1055  0.20
H: 1.1540 -1.8298 -0.1559  0.17
H: 2.3983 -0.6116 0.1845  0.20
H: -0.0632 -1.5727 1.9116  0.19
H: -0.3545 0.1285 2.5487  0.21
H: -1.2131 -1.0987 -0.1894  0.19
H: -1.9590 1.0860 -0.9314  0.16
H: -2.7602 0.9392 0.6445  0.18
H: -0.1925 1.9754 0.5536  0.49

Results
SMILES	CCN1C[C@H]1CO
DFT total energy	-8899.7136	eV
energy relative to the best compared isomer or geometry (same formula, charge and spin)	1.984	eV
strongest force on any atom	0.4	eV/Å



Record 2
DFT (ωB97M-V with the def2-TZVPD basis set) results for a structure of composition C47H63BBaGeN7O5S2Se at a distorted geometry.

Last column: Mulliken charge in e.
Atoms and positions in Å:
Ba: -0.3703 -0.7781 1.0089  2.52
C: 2.3846 -4.5302 -2.2587  -1.56
C: 1.2249 -4.1998 -1.3828  0.58
C: 0.0737 -4.8894 -1.2767  -2.06
C: -0.8872 -4.0540 -0.4808  2.06
N: -0.0987 -2.8693 -0.1984  -0.11
N: 1.1092 -3.0270 -0.6425  1.08
B: 2.4119 -2.3753 -0.0130  -2.31
N: 2.3973 -2.1688 1.5067  0.84
N: 1.5924 -1.3940 2.2528  0.36
C: 1.8929 -1.5949 3.5324  -0.64
C: 2.9533 -2.5018 3.6101  -1.23
C: 3.2287 -2.8649 2.3134  0.75
C: 4.2216 -3.9007 1.9213  -1.45
C: 1.1656 -1.0464 4.7353  2.90
C: 1.6699 -1.7400 6.0098  -2.47
C: 1.3858 0.4601 4.8877  -1.33
C: -0.3339 -1.3172 4.6264  -1.45
N: 2.9501 -1.1424 -0.7669  0.01
N: 2.3860 0.0782 -0.7956  0.77
C: 3.2572 0.9064 -1.3534  -0.53
C: 4.4202 0.2028 -1.6996  -1.27
C: 4.1932 -1.0955 -1.3125  0.56
C: 5.1718 -2.2048 -1.5033  -1.34
C: 3.0840 2.3640 -1.6760  3.20
C: 4.3874 3.0973 -1.3253  -2.17
C: 2.8088 2.4650 -3.1829  -2.20
C: 1.9449 3.0359 -0.9256  -1.05
C: -2.2066 -3.8208 -1.3230  1.91
C: -3.2373 -3.0715 -0.4903  -1.43
C: -1.8733 -3.0625 -2.6034  -1.86
C: -2.8069 -5.1957 -1.6523  -2.00
H: 2.0643 -5.2659 -2.9965  0.48
H: 3.2215 -4.9475 -1.7012  0.21
H: 2.7200 -3.6267 -2.7660  0.19
H: -0.1556 -5.8530 -1.6775  0.52
H: 3.2068 -3.2260 -0.2178  -0.19
H: 3.4419 -2.8839 4.4819  0.64
H: 4.6794 -4.2945 2.8268  0.46
H: 5.0030 -3.4899 1.2831  0.06
H: 3.7277 -4.7171 1.3967  0.24
H: 2.7171 -1.5083 6.1959  0.42
H: 1.5482 -2.8182 5.9335  0.49
H: 1.0863 -1.3880 6.8598  0.45
H: 2.4443 0.7048 4.8162  0.34
H: 1.0147 0.7921 5.8565  0.50
H: 0.8448 0.9812 4.1064  -0.11
H: -0.5225 -2.3784 4.4613  0.26
H: -0.7726 -0.7603 3.8036  0.27
H: -0.8291 -1.0222 5.5516  0.49
H: 5.3118 0.5737 -2.1636  0.51
H: 6.0676 -1.7896 -1.9642  0.42
H: 4.7817 -2.9824 -2.1564  0.11
H: 5.4523 -2.6638 -0.5582  0.08
H: 5.2093 2.8078 -1.9743  0.45
H: 4.6675 2.8770 -0.2984  0.35
H: 4.2519 4.1730 -1.4147  0.45
H: 3.5551 1.9167 -3.7541  0.43
H: 2.8202 3.5050 -3.5072  0.44
H: 1.8312 2.0391 -3.3917  0.33
H: 2.1804 3.1164 0.1270  0.06
H: 1.0307 2.4594 -1.0207  -0.43
H: 1.8167 4.0407 -1.3286  0.69
H: -2.8831 -2.0873 -0.1972  -0.08
H: -3.4760 -3.6364 0.4062  0.32
H: -4.1492 -2.9442 -1.0709  0.61
H: -1.4229 -2.0964 -2.3683  0.01
H: -2.7876 -2.8766 -3.1645  0.54
H: -1.1840 -3.6371 -3.2244  0.45
H: -2.8146 -5.8123 -0.7555  0.36
H: -2.2646 -5.7110 -2.4436  0.40
H: -3.8348 -5.0617 -1.9844  0.46
S: -1.5979 4.0101 3.2237  -0.55
C: -3.0182 3.1199 2.8639  -0.23
C: -2.7475 1.9405 2.2409  -1.62
C: -1.3673 1.6827 2.0119  1.27
C: -0.6111 2.7124 2.4929  0.84
C: 0.8237 2.8193 2.5599  -1.13
C: 1.4713 3.8721 3.2304  -1.18
C: 2.8418 3.8333 3.3798  -1.01
C: 3.5518 2.7749 2.8275  -0.89
C: 2.8333 1.8134 2.1291  -0.77
N: 1.5234 1.8245 2.0020  2.13
H: -3.9697 3.5388 3.1378  0.54
H: -3.5315 1.2606 1.9442  0.56
H: 0.8919 4.6840 3.6471  0.50
H: 3.3546 4.6129 3.9270  0.40
H: 4.6232 2.6944 2.9400  0.50
H: 3.3370 0.9922 1.6403  0.13
C: -0.7800 4.1723 -3.3253  -0.86
S: -1.7470 3.3822 -1.9555  1.00
C: -1.2990 4.6065 -0.6490  -0.65
O: -0.9999 2.1697 -1.6161  -0.71
H: -1.1276 5.1887 -3.4617  0.45
H: -0.9712 3.5887 -4.2205  0.20
H: 0.2763 4.1463 -3.0875  0.02
H: -1.8621 5.5174 -0.8209  0.50
H: -0.2339 4.7930 -0.6485  0.29
H: -1.5805 4.1527 0.2960  -0.22
O: -1.2996 -4.6713 0.7112  -0.82
Se: -0.9188 -3.7635 2.2297  0.91
O: -1.7001 -4.5605 3.3268  -0.87
O: -1.5019 -2.3103 2.0250  -0.74
O: 0.6330 -3.9198 2.3434  -0.50
Ge: -3.1394 0.3464 -1.5710  1.08
C: -4.6726 1.3670 -0.7267  0.13
C: -5.8551 0.6921 -0.4467  -0.39
C: -6.8797 1.2902 0.2653  -0.75
C: -6.7428 2.5878 0.7276  -0.51
C: -5.5707 3.2749 0.4624  -0.62
C: -4.5510 2.6641 -0.2453  0.23
C: -3.0048 1.1306 -3.4412  -0.28
C: -3.8287 2.1496 -3.9035  0.31
C: -3.7170 2.6341 -5.1958  -0.75
C: -2.7637 2.1111 -6.0538  -0.45
C: -1.9350 1.0918 -5.6127  -0.89
C: -2.0609 0.6137 -4.3211  -0.27
H: -4.0967 -0.8313 -2.1114  -0.20
H: -5.9650 -0.3258 -0.7953  0.43
H: -7.7880 0.7387 0.4652  0.40
H: -7.5340 3.0545 1.3005  0.38
H: -5.4473 4.2874 0.8219  0.44
H: -3.6309 3.2033 -0.4133  -0.27
H: -4.5769 2.5663 -3.2418  0.30
H: -4.3779 3.4212 -5.5363  0.40
H: -2.6660 2.4899 -7.0621  0.36
H: -1.1895 0.6717 -6.2774  0.40
H: -1.4035 -0.1755 -3.9791  0.27

Results
charge	-1
DFT total energy	-215330.0250	eV
energy relative to the best compared isomer or geometry (same formula, charge and spin)	7.238	eV
strongest force on any atom	7.3	eV/Å



Record 3
DFT (ωB97M-V with the def2-TZVPD basis set) results for a cluster of 2 separate species, C3H5N3O in total at a distorted geometry.

Last column: natural (NBO) charge in e.
Atoms and positions in Å:
C: 0.3046 0.4791 -0.3265  0.76
C: -0.2821 -0.1377 0.7888  -0.69
C: -0.6682 -1.4506 0.1174  -0.13
N: 1.5814 3.9168 0.1341  0.18
N: 1.1635 2.9275 0.2850  -0.10
N: 0.2932 -0.1969 -1.3995  -0.23
O: -0.3411 -1.4273 -1.1490  -0.03
H: 0.4338 -0.1111 1.7143  0.43
H: -1.0315 0.5854 1.2868  0.44
H: -0.1021 -2.2932 0.6612  0.41
H: -1.7867 -2.0280 0.2879  0.44
H: 0.4353 -0.2640 -2.4003  0.53

Results
charge	+2
DFT total energy	-9682.1087	eV
energy relative to the best compared isomer or geometry (same formula, charge and spin)	4.496	eV
strongest force on any atom	5.3	eV/Å